# 1
Molecular formula: H5N3O2P
Method: DFT, ωB97M-V with the def2-TZVPD basis set

Structure (XYZ):
```
11
Properties=species:S:1:pos:R:3
N -1.252 -1.023 0.611
N -0.566 -0.451 -0.535
P 1.145 -0.711 -0.589
N 1.603 0.925 -0.571
O 1.682 -1.330 -1.833
O 1.419 -1.482 1.179
H -0.498 -1.155 1.265
H -1.817 -0.215 1.134
H -1.072 -0.822 -1.408
H 2.576 0.819 -0.320
H 1.213 1.163 0.273
```

- HOMO level: -4.17 eV
- Relative energy (zero: lowest compared OMol25 entry of this formula, charge and spin): 54.2 kcal/mol
- F_max: 6.62 eV Å⁻¹
- Total charge: -1
- Structure (SMILES): NN[P@](N)(=O)[O-]
- DFT total energy: -17935.9902 eV

Charges computed using Löwdin, reported in e: -0.12 -0.28 0.46 -0.11 -0.42 -0.66 -0.04 0.08 0.09 0.02 -0.03



# 2
Molecular formula: C18H37F6N3O6P
Method: DFT, ωB97M-V with the def2-TZVPD basis set

Structure (XYZ):
```
71
Properties=species:S:1:pos:R:3
P -0.181 -1.787 1.834
F -1.323 -2.420 0.881
F 0.153 -0.706 0.645
F -1.375 -0.889 2.491
F 0.840 -1.033 2.810
F -0.372 -2.976 2.925
F 0.973 -2.715 1.162
O -1.583 -2.374 7.539
C -1.519 -2.522 6.320
N -1.028 -1.561 5.521
C -2.014 -3.775 5.659
H -0.984 -1.587 4.513
H -0.792 -0.704 5.991
H -1.311 -4.141 4.906
H -2.944 -3.671 5.096
H -2.181 -4.560 6.393
O -3.974 -2.216 -2.906
C -2.861 -1.834 -2.589
N -2.041 -2.527 -1.767
C -2.297 -0.488 -3.043
H -2.410 -3.301 -1.242
H -1.154 -2.145 -1.494
H -1.925 -0.509 -4.066
H -1.610 -0.082 -2.308
H -3.176 0.158 -3.096
C 1.634 3.111 -5.893
C 1.099 2.494 -4.615
N 2.125 2.340 -3.583
C 1.676 1.388 -2.550
C 0.421 1.748 -1.760
C 2.471 3.646 -3.022
C 3.590 3.580 -1.979
H 2.627 2.692 -6.073
H 1.755 4.198 -5.863
H 0.964 2.978 -6.745
H 0.306 3.154 -4.220
H 0.674 1.509 -4.809
H 1.483 0.458 -3.093
H 2.505 1.168 -1.878
H -0.441 1.771 -2.422
H 0.270 1.159 -0.857
H 0.534 2.734 -1.288
H 1.571 4.032 -2.511
H 2.660 4.381 -3.803
H 4.003 4.577 -1.831
H 4.395 2.953 -2.371
H 3.232 3.146 -1.050
O 4.265 -0.383 -0.824
C 4.472 -0.440 0.351
O 5.668 -0.821 0.871
C 5.647 -0.850 2.306
C 4.183 -0.637 2.741
C 3.565 -0.021 1.476
H 6.278 -0.047 2.688
H 5.998 -1.851 2.547
H 4.028 0.008 3.599
H 3.688 -1.594 2.905
H 3.532 1.070 1.554
H 2.536 -0.281 1.238
O -4.390 2.312 0.626
C -4.517 1.138 0.833
O -5.457 0.644 1.663
C -5.447 -0.810 1.577
C -4.884 -1.062 0.173
C -3.787 -0.022 0.171
H -6.469 -1.157 1.712
H -4.817 -1.160 2.394
H -5.643 -0.914 -0.591
H -4.566 -2.104 0.108
H -3.477 0.328 -0.811
H -2.871 -0.197 0.738
```

- HOMO level: -6.38 eV
- F_max: 1.90 eV Å⁻¹
- Total charge: -1
- DFT total energy: -61626.1370 eV

Charges computed using Löwdin, reported in e: 0.17 -0.17 -0.18 -0.17 -0.14 -0.16 -0.17 0.00 -0.60 0.17 -0.02 0.05 0.11 0.07 0.08 0.07 0.01 -0.61 0.17 -0.01 0.10 0.09 0.08 0.05 0.08 -0.10 -0.28 -0.18 -0.24 -0.08 -0.27 -0.08 0.08 0.06 0.07 0.11 0.11 0.11 0.09 0.05 0.06 0.07 0.10 0.10 0.07 0.08 0.06 0.12 -0.48 0.01 -0.15 -0.13 -0.08 0.12 0.12 0.11 0.11 0.13 0.09 0.11 -0.49 0.01 -0.13 -0.14 -0.08 0.12 0.13 0.12 0.11 0.10 0.11



# 3
Molecular formula: C5H10N2
Method: DFT, ωB97M-V with the def2-TZVPD basis set

Structure (XYZ):
```
17
Properties=species:S:1:pos:R:3
C -0.577 -1.537 2.286
N 0.189 -0.839 1.498
C -0.145 -0.807 0.057
C -1.326 -1.083 -0.511
C 0.993 -0.230 -0.699
C 1.108 1.303 -0.516
N -0.204 2.028 -0.450
H -0.778 -1.081 3.228
H -1.262 -2.390 1.889
H -1.410 -1.356 -1.585
H -2.318 -1.142 -0.096
H 0.815 -0.382 -1.816
H 1.942 -0.747 -0.457
H 1.680 1.634 -1.470
H 1.828 1.553 0.280
H -0.499 2.121 -1.436
H -0.036 2.954 -0.203
```

- HOMO level: -8.52 eV
- Relative energy (zero: lowest compared OMol25 entry of this formula, charge and spin): 64.3 kcal/mol
- F_max: 3.26 eV Å⁻¹
- Total charge: 0
- Structure (SMILES): C=NC(=C)CCN
- DFT total energy: -8324.5431 eV

Charges computed using Löwdin, reported in e: -0.03 0.03 -0.39 0.04 -0.20 -0.27 0.01 0.05 0.10 0.07 0.05 0.12 0.11 0.12 0.10 0.08 0.03



# 4
Molecular formula: C20H43F3N2O8S
Method: DFT, ωB97M-V with the def2-TZVPD basis set

Structure (XYZ):
```
77
Properties=species:S:1:pos:R:3
O 0.594 -0.657 3.191
S 1.809 -1.332 3.568
O 2.561 -0.778 4.646
O 2.759 -1.342 2.292
C 2.223 -2.192 1.237
C 2.374 -3.624 1.652
C 1.359 -3.988 2.720
C 1.318 -3.030 3.938
C 2.035 -3.580 5.173
C 3.424 -4.127 4.945
O 4.214 -3.187 4.249
C 5.432 -3.709 3.808
C 6.577 -2.776 4.145
F 6.557 -2.398 5.448
F 6.604 -1.672 3.375
F 7.745 -3.453 3.925
H 2.821 -2.002 0.355
H 1.196 -1.909 1.028
H 2.189 -4.258 0.786
H 3.385 -3.819 1.983
H 0.381 -3.937 2.250
H 1.493 -5.012 3.051
H 0.274 -2.920 4.196
H 1.420 -4.403 5.535
H 2.026 -2.834 5.959
H 3.365 -5.085 4.425
H 3.876 -4.324 5.919
H 5.678 -4.658 4.278
H 5.457 -3.869 2.730
C 2.551 0.850 -0.002
O 1.954 0.246 -1.137
C 0.561 0.493 -1.277
C 0.257 1.462 -2.402
N 0.681 2.816 -2.077
C 0.698 3.755 -3.198
C 1.533 3.434 -4.434
O 2.935 3.517 -4.255
C 3.538 2.401 -3.633
H 3.516 0.369 0.156
H 2.732 1.919 -0.150
H 1.941 0.707 0.893
H 0.125 0.825 -0.330
H 0.103 -0.469 -1.529
H -0.823 1.468 -2.583
H 0.745 1.073 -3.305
H 1.602 2.788 -1.664
H 1.054 4.710 -2.806
H -0.338 3.911 -3.519
H 1.296 4.197 -5.179
H 1.266 2.470 -4.885
H 3.065 1.462 -3.932
H 3.522 2.488 -2.543
H 4.582 2.376 -3.943
C -7.393 0.427 -3.384
O -7.558 1.381 -2.354
C -7.315 0.897 -1.040
C -6.012 1.416 -0.467
N -4.853 0.835 -1.131
C -3.571 1.479 -0.839
C -3.409 2.971 -1.121
O -3.369 3.320 -2.493
C -4.620 3.387 -3.148
H -7.864 0.831 -4.279
H -6.338 0.239 -3.612
H -7.877 -0.520 -3.131
H -7.352 -0.196 -1.013
H -8.130 1.272 -0.416
H -5.976 1.158 0.596
H -6.038 2.510 -0.542
H -5.002 0.849 -2.130
H -2.816 0.955 -1.429
H -3.332 1.297 0.213
H -2.433 3.266 -0.727
H -4.151 3.580 -0.590
H -5.403 3.779 -2.495
H -4.923 2.413 -3.541
H -4.509 4.061 -3.998
```

- HOMO level: -8.50 eV
- F_max: 1.44 eV Å⁻¹
- Total charge: 0
- Structure (SMILES): O=S1(=O)OCCC[C@H]1CCOCC(F)(F)F.COCCNCCOC.COCCNCCOC
- DFT total energy: -59782.0403 eV

Charges computed using Löwdin, reported in e: -0.28 0.65 -0.24 -0.23 -0.19 -0.17 -0.15 -0.30 -0.15 -0.20 -0.12 -0.11 -0.56 0.14 0.15 0.11 0.12 0.13 0.13 0.10 0.12 0.12 0.13 0.13 0.12 0.12 0.14 0.14 0.14 -0.11 -0.20 -0.22 -0.21 -0.04 -0.19 -0.23 -0.18 -0.10 0.09 0.08 0.08 0.12 0.12 0.11 0.10 0.07 0.12 0.11 0.12 0.11 0.09 0.07 0.09 -0.12 -0.19 -0.22 -0.22 -0.05 -0.20 -0.22 -0.19 -0.10 0.09 0.07 0.09 0.12 0.12 0.12 0.10 0.07 0.10 0.12 0.12 0.11 0.09 0.07 0.09



# 5
Molecular formula: C22H21AuN4S3
Method: DFT, ωB97M-V with the def2-TZVPD basis set

Structure (XYZ):
```
51
Properties=species:S:1:pos:R:3
Au 0.193 -0.395 -1.756
N 1.995 -1.328 -0.899
C 2.356 -0.991 0.476
C 3.653 -1.100 0.888
C 4.015 -0.782 2.213
C 3.065 -0.365 3.099
C 1.714 -0.248 2.696
C 0.691 0.184 3.574
C -0.591 0.281 3.118
C -0.856 -0.057 1.776
N 0.058 -0.468 0.932
C 1.343 -0.564 1.371
H 1.785 -2.324 -0.960
H 2.803 -1.179 -1.499
H 4.416 -1.437 0.194
H 5.048 -0.878 2.517
H 3.330 -0.121 4.119
H 0.941 0.431 4.598
H -1.398 0.608 3.758
H -1.868 0.023 1.388
C 2.929 1.641 -1.566
C 1.663 2.234 -1.034
C 1.710 3.471 -0.356
C 0.564 4.056 0.094
C -0.687 3.470 -0.204
C -1.929 4.054 0.138
C -3.095 3.462 -0.256
C -3.078 2.283 -1.028
C -1.887 1.695 -1.366
S -1.807 0.360 -2.521
C -0.677 2.260 -0.912
N 0.505 1.622 -1.223
H 3.603 2.439 -1.871
H 2.733 1.015 -2.437
H 3.444 1.067 -0.795
H 2.673 3.936 -0.203
H 0.599 4.991 0.639
H -1.937 4.976 0.705
H -4.046 3.909 0.000
H -4.010 1.859 -1.380
S -0.312 -2.425 -2.762
C -1.597 -3.140 -1.884
N -2.233 -4.170 -2.391
C -3.172 -4.864 -1.501
C -3.581 -3.822 -0.466
S -2.157 -2.685 -0.328
H -1.996 -4.539 -3.303
H -2.668 -5.718 -1.047
H -4.026 -5.217 -2.075
H -3.771 -4.265 0.508
H -4.448 -3.244 -0.779
```

- HOMO level: -13.79 eV
- Relative energy (zero: lowest compared OMol25 entry of this formula, charge and spin): 0.0 kcal/mol
- F_max: 0.09 eV Å⁻¹
- Total charge: +2
- DFT total energy: -65301.1852 eV

Charges computed using Löwdin, reported in e: 0.77 -0.01 -0.24 -0.01 -0.03 0.00 -0.13 0.02 -0.02 -0.13 0.05 -0.18 0.08 0.10 0.13 0.12 0.13 0.13 0.12 0.11 -0.01 -0.27 0.02 0.05 -0.14 0.00 -0.04 -0.07 -0.57 0.68 -0.25 -0.01 0.10 0.08 0.08 0.13 0.14 0.13 0.12 0.12 0.66 -1.03 -0.03 -0.17 -0.36 0.98 0.16 0.14 0.14 0.10 0.09



# 6
Molecular formula: C3H12O4
Method: DFT, ωB97M-V with the def2-TZVPD basis set

Structure (XYZ):
```
19
Properties=species:S:1:pos:R:3
C 3.414 -0.203 0.740
C 2.323 -0.245 -0.324
C 1.154 0.360 -0.189
O 0.124 0.217 -1.061
H 3.755 -1.219 0.937
H 4.283 0.377 0.395
H 2.946 0.429 1.493
H 2.476 -0.830 -1.259
H 1.025 0.992 0.695
H -0.538 0.932 -0.970
O -1.888 1.954 -0.352
H -2.588 1.303 -0.132
H -2.294 2.813 -0.183
O -1.563 -1.809 -0.444
H -1.118 -2.494 0.058
H -0.889 -1.203 -0.811
O -3.544 -0.035 0.330
H -2.953 -0.811 0.152
H -4.125 -0.527 0.926
```

- HOMO level: -8.69 eV
- Relative energy (zero: lowest compared OMol25 entry of this formula, charge and spin): 11.1 kcal/mol
- F_max: 2.08 eV Å⁻¹
- Total charge: 0
- Structure (SMILES): C/C=C/O.O.O.O
- DFT total energy: -11495.2814 eV

Charges computed using Löwdin, reported in e: -0.10 -0.16 -0.23 -0.04 0.07 0.07 0.06 0.12 0.13 0.06 -0.06 0.00 0.06 -0.06 0.05 0.02 -0.08 0.02 0.06



# 7
Molecular formula: C31H49BN5O9RbS2Si
Method: DFT, ωB97M-V with the def2-TZVPD basis set

Structure (XYZ):
```
99
Properties=species:S:1:pos:R:3
Rb 0.810 2.041 -1.152
C -1.407 3.303 6.029
C -1.584 1.919 5.392
C -0.588 1.677 4.308
N -0.836 1.762 3.053
N 0.232 1.574 2.238
C 1.337 1.332 2.875
N 2.536 1.066 2.334
S 1.103 1.314 4.638
H -2.153 3.466 6.809
H -1.512 4.080 5.273
H -0.415 3.393 6.474
H -2.575 1.837 4.946
H -1.487 1.147 6.159
H 2.680 1.270 1.343
H 3.350 1.158 2.911
O 3.225 1.616 -2.429
C 3.819 1.684 -1.342
O 3.341 1.926 -0.208
C 5.342 1.467 -1.392
C 5.938 0.926 -2.523
C 7.316 0.759 -2.588
C 8.115 1.150 -1.530
C 7.512 1.689 -0.399
C 6.134 1.842 -0.319
N 8.347 2.098 0.714
O 7.812 2.436 1.752
O 9.561 2.083 0.564
H 5.298 0.650 -3.351
H 7.772 0.328 -3.471
H 9.190 1.048 -1.559
H 5.668 2.256 0.563
B 0.360 7.573 -0.428
C 0.354 6.007 -0.610
N 0.332 4.858 -0.747
H -0.027 8.099 -1.457
H -0.384 7.850 0.497
H 1.505 7.922 -0.195
C -2.417 0.859 0.176
S -2.313 2.470 -0.653
O -1.999 2.211 -2.077
C -4.114 2.749 -0.590
C -4.838 2.658 -1.764
C -6.220 2.784 -1.733
C -6.871 3.005 -0.527
C -6.134 3.123 0.646
C -4.754 3.004 0.615
H -3.225 0.279 -0.269
H -2.586 1.058 1.235
H -1.469 0.314 0.043
H -4.301 2.479 -2.689
H -6.791 2.710 -2.650
H -7.950 3.089 -0.498
H -6.639 3.308 1.586
H -4.170 3.109 1.523
C 2.590 -3.105 -0.788
C 1.634 -4.147 -0.195
C 2.234 -4.694 1.104
C 1.435 -5.304 -1.186
O 0.388 -3.577 0.149
Si -0.467 -2.368 -0.646
O 0.018 -0.918 -0.402
O -2.061 -2.630 -0.165
C -2.552 -2.919 1.132
C -4.017 -2.472 1.146
C -1.787 -2.162 2.226
C -2.487 -4.432 1.393
O -0.440 -2.920 -2.230
C -1.136 -2.405 -3.351
C -0.340 -2.833 -4.589
C -1.247 -0.879 -3.332
C -2.540 -3.027 -3.404
H 3.585 -3.534 -0.928
H 2.649 -2.243 -0.120
H 2.203 -2.754 -1.745
H 3.187 -5.188 0.902
H 1.550 -5.414 1.559
H 2.396 -3.875 1.807
H 2.399 -5.719 -1.492
H 0.905 -4.925 -2.057
H 0.839 -6.096 -0.724
H -4.075 -1.389 1.030
H -4.503 -2.760 2.082
H -4.551 -2.937 0.314
H -1.756 -1.098 1.985
H -0.759 -2.521 2.273
H -2.270 -2.307 3.196
H -3.135 -4.959 0.687
H -2.798 -4.672 2.414
H -1.461 -4.760 1.241
H 0.644 -2.360 -4.574
H -0.865 -2.537 -5.500
H -0.207 -3.917 -4.589
H -0.255 -0.443 -3.207
H -1.853 -0.554 -2.486
H -1.696 -0.517 -4.258
H -2.463 -4.103 -3.578
H -3.138 -2.578 -4.200
H -3.024 -2.864 -2.441
```

- HOMO level: -3.85 eV
- Relative energy (zero: lowest compared OMol25 entry of this formula, charge and spin): 4.5 kcal/mol
- F_max: 1.18 eV Å⁻¹
- Total charge: -2
- DFT total energy: -89706.7435 eV

Charges computed using Löwdin, reported in e: 0.91 -0.11 -0.26 -0.64 0.01 0.02 -0.67 0.12 1.03 0.06 0.08 0.06 0.11 0.10 0.05 0.09 -0.10 -0.68 -0.17 -0.09 0.00 -0.07 -0.02 -0.15 0.07 -0.36 0.07 0.04 0.12 0.10 0.11 0.13 -0.49 -0.31 -0.01 -0.03 -0.02 -0.02 -0.26 0.85 -0.59 -0.36 -0.07 -0.09 -0.11 -0.10 -0.08 0.06 0.03 0.00 0.11 0.10 0.09 0.10 0.11 -0.03 -0.66 -0.04 -0.03 -0.12 0.02 -0.32 -0.12 -0.65 -0.04 -0.03 -0.03 -0.12 -0.65 -0.04 -0.03 -0.03 0.08 0.09 0.08 0.08 0.08 0.08 0.08 0.07 0.08 0.07 0.08 0.08 0.07 0.08 0.08 0.08 0.08 0.07 0.08 0.08 0.08 0.09 0.07 0.09 0.08 0.08 0.07



# 8
Molecular formula: C20H24N2O4P2Sn
Method: DFT, ωB97M-V with the def2-TZVPD basis set

Structure (XYZ):
```
53
Properties=species:S:1:pos:R:3
C -1.553 3.367 -1.989
C -1.407 2.008 -1.720
C -0.114 1.422 -1.859
C 1.000 2.253 -2.157
C 0.781 3.584 -2.543
C -0.482 4.157 -2.434
C 2.379 1.723 -1.947
C 2.414 0.238 -2.150
C 1.259 -0.515 -1.839
C 1.369 -1.929 -1.695
C 2.611 -2.527 -1.911
C 3.727 -1.791 -2.314
C 3.626 -0.415 -2.449
H -2.534 3.822 -1.855
H 1.657 4.160 -2.851
H -0.615 5.226 -2.617
H 3.148 2.270 -2.536
H 2.696 -3.605 -1.761
H 4.695 -2.278 -2.477
H 4.460 0.225 -2.734
N 0.116 0.136 -1.367
Sn 0.032 0.049 1.039
C -2.517 1.222 -1.026
H -2.617 0.218 -1.471
H -3.468 1.781 -1.088
C 0.207 -2.709 -1.091
H -0.748 -2.456 -1.582
H 0.418 -3.792 -1.114
P -2.197 1.046 0.765
P 0.025 -2.365 0.692
C 1.378 -3.148 1.570
H 1.327 -2.869 2.637
H 1.208 -4.227 1.431
H 2.354 -2.860 1.150
C -1.529 -3.009 1.272
H -1.415 -4.097 1.182
H -1.672 -2.709 2.321
H -2.359 -2.660 0.645
C -2.278 2.676 1.511
H -3.283 3.082 1.312
H -2.103 2.583 2.597
H -1.510 3.340 1.082
C -3.448 -0.010 1.517
H -3.186 -0.161 2.579
H -4.405 0.530 1.428
H -3.507 -0.986 1.011
C 1.457 -0.014 3.002
O 2.326 -0.279 3.721
H 2.728 1.956 -0.930
O -0.073 -1.279 5.684
N -0.089 -0.394 4.800
O -0.028 0.827 5.020
O -0.259 -0.816 3.540
```

- HOMO level (spin up / spin down): -14.54 / -14.54 eV
- F_max: 3.95 eV Å⁻¹
- Total charge: +2
- DFT total energy: -56688.1025 eV

Charges computed using Löwdin, reported in e: -0.02 -0.21 -0.21 -0.12 0.01 -0.01 -0.06 -0.12 -0.21 -0.21 -0.02 -0.02 0.01 0.13 0.13 0.13 0.15 0.13 0.13 0.13 0.00 1.14 -0.24 0.11 0.12 -0.23 0.11 0.12 0.76 0.77 -0.18 0.07 0.08 0.08 -0.21 0.08 0.07 0.05 -0.20 0.09 0.08 0.07 -0.21 0.08 0.08 0.05 -0.18 0.17 0.15 0.10 -0.51 0.05 -0.27